[1]
{
  "formula": "C4H10NO",
  "method": "ωB97M-V with the def2-TZVPD basis set",
  "elements": ["C", "C", "C", "C", "N", "O", "H", "H", "H", "H", "H", "H", "H", "H", "H", "H"],
  "positions_angstrom": [[1.258, -0.495, -0.352], [-0.105, -0.026, -0.010], [-0.076, 1.431, 0.202], [-1.273, -0.835, -0.414], [0.738, -0.795, 1.001], [2.351, 0.163, -0.625], [1.456, -1.696, -0.910], [0.774, 1.847, -0.339], [0.020, 1.767, 1.206], [-0.900, 2.020, -0.239], [-1.786, -0.609, -1.376], [-1.881, -0.752, 0.431], [-0.991, -1.885, -0.442], [0.456, -1.704, 1.356], [1.040, -0.207, 1.760], [2.478, 1.005, -0.937]],
  "mulliken_charge": [0.206, 0.849, -1.353, -1.399, -0.184, -0.436, 0.267, 0.292, 0.371, 0.338, 0.355, 0.417, 0.366, 0.301, 0.286, 0.324],
  "total_charge": 1,
  "de_lowest_kj_mol": 267.7,
  "homo_lumo_gap_ev": 12.7,
  "homo_energy_ha": -0.584
}



[2]
{
  "formula": "C4H10NO",
  "method": "ωB97M-V with the def2-TZVPD basis set",
  "elements": ["C", "C", "C", "C", "N", "O", "H", "H", "H", "H", "H", "H", "H", "H", "H", "H"],
  "positions_angstrom": [[-0.247, 2.606, -1.139], [0.016, -0.726, 0.447], [-0.810, -1.981, 0.302], [1.421, -0.659, 0.061], [-0.594, 0.350, 0.803], [0.730, 2.058, -0.624], [-0.539, 2.223, -2.152], [-0.664, 3.518, -0.752], [-1.178, -2.044, 1.368], [-0.213, -2.947, 0.013], [-1.735, -1.895, -0.289], [1.999, -1.565, 0.265], [1.930, 0.215, 0.433], [1.449, -0.530, -1.016], [0.082, 1.054, 1.215], [-1.647, 0.323, 1.067]],
  "mulliken_charge": [-0.115, 1.007, -1.205, -1.311, -0.371, -0.436, 0.252, 0.303, 0.382, 0.313, 0.370, 0.406, 0.397, 0.322, 0.369, 0.316],
  "total_charge": 1,
  "de_lowest_kj_mol": 154.8,
  "homo_lumo_gap_ev": 10.0,
  "homo_energy_ha": -0.526
}



[3]
{
  "formula": "C4H10NO",
  "method": "ωB97M-V with the def2-TZVPD basis set",
  "elements": ["C", "C", "C", "N", "C", "O", "H", "H", "H", "H", "H", "H", "H", "H", "H", "H"],
  "positions_angstrom": [[2.151, -0.597, 0.507], [1.180, 0.533, 0.122], [-0.267, 0.268, 0.524], [-1.133, 1.370, -0.010], [-0.826, -0.998, -0.124], [-1.508, -0.910, -1.110], [2.432, -0.504, 1.551], [3.047, -0.508, -0.097], [1.721, -1.585, 0.380], [1.178, 0.619, -0.970], [1.521, 1.476, 0.555], [-0.424, 0.198, 1.599], [-0.762, 2.300, 0.184], [-1.239, 1.222, -1.024], [-2.079, 1.320, 0.375], [-0.584, -1.961, 0.337]],
  "mulliken_charge": [-1.183, -0.507, -0.143, -0.325, -0.021, -0.447, 0.341, 0.341, 0.352, 0.358, 0.384, 0.355, 0.335, 0.375, 0.357, 0.430],
  "smiles": "CC[C@@H]([NH3+])C=O",
  "total_charge": 1,
  "de_lowest_kj_mol": 55.8,
  "homo_lumo_gap_ev": 11.4,
  "homo_energy_ha": -0.556
}



[4]
{
  "formula": "C4H10NO",
  "method": "ωB97M-V with the def2-TZVPD basis set",
  "elements": ["C", "C", "C", "C", "N", "H", "H", "H", "H", "H", "H", "H", "H", "H", "H", "O"],
  "positions_angstrom": [[-0.811, 1.659, 0.060], [-0.854, 0.276, 0.610], [-1.740, -0.203, 1.469], [0.060, -1.709, -0.307], [0.258, -0.573, 0.207], [-0.990, 2.471, 0.773], [0.143, 1.913, -0.398], [-1.529, 1.764, -0.735], [-1.678, -1.200, 1.908], [-2.587, 0.380, 1.798], [0.885, -2.385, -0.517], [-0.930, -2.019, -0.583], [1.155, -0.111, 0.293], [3.504, -0.537, -1.422], [2.502, 0.487, -1.909], [2.612, -0.213, -1.247]],
  "mulliken_charge": [-1.150, 0.580, -0.802, -0.164, 0.050, 0.343, 0.313, 0.305, 0.305, 0.275, 0.239, 0.333, 0.367, 0.317, 0.312, -0.623],
  "total_charge": 1,
  "de_lowest_kj_mol": 121.7,
  "homo_lumo_gap_ev": 9.8,
  "homo_energy_ha": -0.536
}